No. 1
# C3H7O2

A gas-phase ion, C3H7O2 (charge -1) (ωB97M-V/def2-TZVPD, the OMol25 dataset).

Atoms and positions in Å:
O (-1.94665, 0.36401, 1.19798)
O (1.27967, -1.75398, -0.58071)
C (1.20450, -0.45440, -0.81839)
C (-1.07599, -0.00518, 0.08847)
C (0.38131, 0.32466, 0.29030)
H (0.65961, -0.22960, -1.77451)
H (-1.11732, -1.08787, 0.00087)
H (0.70383, -0.10548, 1.22184)
H (-1.45485, 0.48953, -0.79458)
H (0.63937, 1.39363, 0.29711)
H (-1.44063, 0.97692, 1.76108)
H (2.16715, 0.08775, -0.88945)

Forces on the atoms, in the same order (eV/Å):
O 0.4 0.4 0.3
O 0.2 -0.6 0.2
C -0.7 0.2 0.3
C 0.2 0.2 0.9
C 0.2 -0.2 -0.7
H 0.1 0.3 -0.2
H -0.2 -0.1 -0.2
H 0.2 -0.2 0.6
H -0.2 0.0 -0.4
H -0.4 0.1 -0.1
H -0.3 -0.4 -0.5
H 0.5 0.2 -0.1

Net charge: -1
Structure (SMILES): [O-]CCCO
Energy above the lowest of the compared OMol25 structures with the same formula, charge and spin (eV): 2.270
Frontier orbital gap (eV): 6.312
HOMO energy (eV): -2.28

Here are the Löwdin charges for atoms 1 to 8, given in e: -0.1310 -0.3495 -0.5806 -0.2872 -0.2253 0.0726 0.1062 0.0888

***

No. 2
# C3H7O2S

2 unconnected molecules or ions with the total composition C3H7O2S at a distorted geometry (ωB97M-V/def2-TZVPD, the OMol25 dataset).

Atoms and positions in Å:
S (-1.21829, 1.52100, 0.88929)
O (0.33556, -2.39617, -0.92364)
O (-0.51173, 1.59213, -2.15166)
C (-0.21479, -1.42844, -0.40596)
C (0.24624, -0.89259, 0.87237)
C (0.35991, 0.66474, 1.05163)
H (-0.72850, 1.41183, -1.19696)
H (1.17772, -1.36061, 1.18662)
H (1.07002, 1.01100, 0.29205)
H (0.39480, 1.31713, -2.30389)
H (-0.59905, -1.05183, 1.55792)
H (0.85704, 0.79216, 2.01552)
H (-1.16894, -1.18035, -0.88328)

Forces on the atoms, in the same order (eV/Å):
S 0.0 0.0 0.2
O 0.3 0.5 0.0
O -0.1 -0.2 -0.3
C 0.1 -2.1 -1.0
C -0.5 1.9 1.1
C 0.4 -0.8 -0.8
H -0.1 0.4 -0.1
H -0.1 -0.4 -0.1
H 0.1 0.2 0.1
H 0.0 -0.1 0.2
H 0.2 -0.6 0.1
H -0.1 0.2 0.1
H -0.1 1.0 0.4

Net charge: -1
Energy above the lowest of the compared OMol25 structures with the same formula, charge and spin (eV): 1.095
Frontier orbital gap (eV): 7.116
HOMO energy (eV): -3.12

Here are the Löwdin charges for atoms 1 to 8, given in e: 0.2496 -0.0244 -0.1593 -0.3008 -0.2674 -0.7549 -0.1234 0.1029

***

No. 3
# C3H7O2S

2 unconnected molecules or ions with the total composition C3H7O2S at a distorted geometry (ωB97M-V/def2-TZVPD, the OMol25 dataset).

Atoms and positions in Å:
S (-0.36696, 1.01377, 1.41660)
O (-0.42819, -0.93962, -2.66569)
O (0.14988, -2.14895, 2.00556)
C (0.94109, 0.84533, 0.12627)
C (-0.45488, -0.36574, -1.59817)
C (0.30067, 0.88324, -1.28508)
H (1.51139, -0.08749, 0.17374)
H (0.21068, -2.53054, 1.14248)
H (-0.15689, 1.84272, -1.49660)
H (1.12935, 0.63447, -1.98757)
H (-0.11676, -1.21647, 1.83006)
H (-1.18786, -0.72574, -0.84727)
H (1.58293, 1.71108, 0.27911)

Forces on the atoms, in the same order (eV/Å):
S 0.2 -0.4 -0.1
O 0.5 0.0 -0.1
O 0.0 0.2 0.6
C -1.5 0.4 0.1
C -2.3 0.4 0.2
C 2.6 -1.3 -0.2
H 0.1 0.1 0.4
H 0.0 -0.4 -0.8
H -0.4 -0.2 -0.1
H 0.0 1.2 -0.1
H 0.0 0.3 0.2
H 0.4 0.0 0.3
H 0.4 -0.2 -0.4

Net charge: -1
Energy above the lowest of the compared OMol25 structures with the same formula, charge and spin (eV): 1.138
Frontier orbital gap (eV): 6.940
HOMO energy (eV): -3.02

Here are the Löwdin charges for atoms 1 to 8, given in e: 0.1997 -0.0021 -0.1376 -0.7108 -0.3200 -0.2814 0.0471 -0.0136

***

No. 4
# C3H7O2S

2 unconnected molecules or ions with the total composition C3H7O2S at a distorted geometry (ωB97M-V/def2-TZVPD, the OMol25 dataset).

Atoms and positions in Å:
S (2.92033, 1.57186, 1.16576)
O (1.75008, 1.94334, 2.05484)
O (4.22237, 2.16913, 1.59350)
C (-0.01964, -0.77789, 0.07870)
C (0.17448, -1.04141, -1.22647)
C (-0.67781, 0.24468, 0.87369)
H (0.22210, -1.65236, 0.87283)
H (-0.06016, 0.68970, 1.56877)
H (-1.54980, -0.29104, 1.41920)
H (0.51467, -1.94540, -1.68826)
H (-0.86050, 1.03895, 0.25015)
H (2.55476, 2.40259, -0.27088)
H (-0.03921, -0.34788, -1.96165)

Forces on the atoms, in the same order (eV/Å):
S -0.7 0.7 -0.6
O 1.1 0.0 -0.8
O -0.8 0.0 -0.2
C 1.2 -4.7 1.3
C -0.3 0.1 2.0
C -1.8 -1.9 0.0
H -0.1 1.5 -2.2
H 1.7 0.5 1.9
H 1.0 1.4 -1.0
H 0.5 -0.6 0.6
H -1.7 2.1 -1.4
H 0.4 -0.7 1.6
H -0.6 1.8 -1.3

Net charge: -1
Energy above the lowest of the compared OMol25 structures with the same formula, charge and spin (eV): 3.478
Frontier orbital gap (eV): 6.864
HOMO energy (eV): -3.05

Here are the Löwdin charges for atoms 1 to 8, given in e: 0.4932 -0.6728 -0.6720 -0.2602 -0.0241 -0.1354 0.1312 0.0047

***

No. 5
# C3H7O3

2 unconnected molecules or ions with the total composition C3H7O3 at a distorted geometry (ωB97M-V/def2-TZVPD, the OMol25 dataset).

Atoms and positions in Å:
O (2.22138, 1.35131, -0.07998)
O (0.00876, -0.10663, 0.55688)
O (-2.23857, -0.05834, 0.45602)
C (-1.13244, -0.62489, 0.53850)
C (1.24617, 2.03185, -0.82931)
C (-1.18934, -2.18811, 0.56583)
H (-2.14355, -2.47594, 1.00148)
H (1.79605, 2.56923, -1.61339)
H (0.60511, 2.74516, -0.30792)
H (0.60832, 1.29438, -1.30237)
H (1.77362, 0.55402, 0.26494)
H (-1.16206, -2.53313, -0.46326)
H (-0.39345, -2.55892, 1.21257)

Forces on the atoms, in the same order (eV/Å):
O 0.1 -0.2 0.6
O 0.2 -0.1 0.2
O 0.1 0.2 0.0
C -0.4 -0.5 -0.2
C 0.4 -0.1 -1.0
C -0.3 0.9 0.7
H -0.1 -0.1 -0.1
H -0.2 0.1 0.0
H 0.1 -0.1 0.5
H -0.4 0.1 -0.2
H -0.2 0.4 0.1
H 0.3 -0.3 0.0
H 0.2 -0.2 -0.4

Net charge: -1
Energy above the lowest of the compared OMol25 structures with the same formula, charge and spin (eV): 0.792
Frontier orbital gap (eV): 8.483
HOMO energy (eV): -4.26

Here are the Löwdin charges for atoms 1 to 8, given in e: -0.1590 -0.0989 -0.0863 -0.7654 -0.2146 -0.0540 0.0445 0.0624

***

No. 6
# C3H7O3

2 unconnected molecules or ions with the total composition C3H7O3 at a distorted geometry (ωB97M-V/def2-TZVPD, the OMol25 dataset).

Atoms and positions in Å:
O (4.92569, -1.67639, 3.98433)
O (5.09682, -3.87605, 3.71375)
O (-4.56842, 1.32713, -1.74187)
C (4.43695, -2.76098, 4.05169)
C (-2.15256, 1.62656, -2.23481)
C (-3.70574, 2.06433, -2.40970)
H (-3.88308, 2.00693, -3.56433)
H (-2.09185, 1.12911, -1.28371)
H (-1.97854, 1.15795, -3.19971)
H (5.82400, -3.76556, 3.08957)
H (-3.72947, 3.15320, -2.15546)
H (3.35549, -2.92181, 4.04132)
H (-1.52929, 2.53560, -2.29104)

Forces on the atoms, in the same order (eV/Å):
O 0.1 0.5 0.7
O -0.5 -1.5 0.3
O -0.2 -0.4 0.4
C 0.3 0.7 -2.4
C -1.4 1.9 -1.4
C 0.5 -0.2 -0.7
H 0.3 0.4 0.7
H 0.4 -0.7 0.0
H 0.6 -1.2 0.5
H 0.2 0.7 0.4
H -0.1 0.3 0.0
H -0.1 -0.3 1.0
H 0.0 -0.1 0.4

Net charge: -1
Energy above the lowest of the compared OMol25 structures with the same formula, charge and spin (eV): 3.674
Frontier orbital gap (eV): 3.883
HOMO energy (eV): -1.95

Here are the Löwdin charges for atoms 1 to 8, given in e: 0.0778 0.0591 -0.3808 -0.3951 -0.1499 -0.6510 0.0610 0.0308

***

No. 7
# C3H7O3

2 unconnected molecules or ions with the total composition C3H7O3 at a distorted geometry (ωB97M-V/def2-TZVPD, the OMol25 dataset).

Atoms and positions in Å:
O (-1.22099, 0.71180, 1.47524)
O (0.85123, -0.64482, -2.26483)
O (-0.69079, -0.96898, -0.65027)
C (0.47374, -0.98963, -1.13013)
C (1.59180, -1.46295, -0.16030)
C (-1.41745, 1.81115, 0.59027)
H (2.45266, -1.75955, -0.71442)
H (-0.46672, 2.32498, 0.41206)
H (-2.22074, 2.41846, 0.99640)
H (1.91159, -0.62862, 0.47308)
H (1.24576, -2.27316, 0.48350)
H (-1.68011, 1.43958, -0.40777)
H (-0.82999, 0.02176, 0.89717)

Forces on the atoms, in the same order (eV/Å):
O 0.1 0.3 -0.2
O -0.2 -0.1 0.0
O 0.0 0.1 0.1
C 0.5 0.1 0.1
C -0.5 0.3 0.3
C 0.4 -1.1 -0.3
H 0.7 -0.4 -0.5
H -0.2 0.6 0.4
H 0.2 0.4 0.0
H -0.2 0.0 0.0
H 0.0 0.0 0.0
H -0.3 0.0 0.1
H -0.3 -0.3 0.0

Net charge: -1
Energy above the lowest of the compared OMol25 structures with the same formula, charge and spin (eV): 0.685
Frontier orbital gap (eV): 8.505
HOMO energy (eV): -4.37

Here are the Löwdin charges for atoms 1 to 8, given in e: -0.1691 -0.0829 -0.1093 -0.7687 -0.0510 -0.1891 0.0359 0.0673

***

No. 8
# C3H7O3

2 unconnected molecules or ions with the total composition C3H7O3 (ωB97M-V/def2-TZVPD, the OMol25 dataset).

Atoms and positions in Å:
O (1.40107, -0.81573, 0.34158)
O (-1.56245, 0.40337, 1.61011)
O (0.07071, 0.79495, -0.49075)
C (1.06542, 0.01127, -0.52009)
C (-2.47292, -0.44673, 0.95231)
C (1.89968, 0.09555, -1.80322)
H (1.51810, -0.62541, -2.52794)
H (-2.03684, -0.87806, 0.04175)
H (-0.85234, 0.61200, 0.95462)
H (2.96233, -0.14347, -1.68465)
H (-3.38291, 0.10081, 0.65823)
H (1.82587, 1.09315, -2.24801)
H (-2.73945, -1.26300, 1.63315)

Forces on the atoms, in the same order (eV/Å):
O 0.1 -0.1 0.0
O -0.3 0.0 0.0
O 0.0 0.0 0.1
C -0.1 0.0 0.1
C 0.3 0.2 0.1
C 0.4 0.2 -0.5
H -0.2 0.0 0.0
H 0.0 0.0 0.1
H 0.1 0.0 -0.2
H -0.2 0.0 0.3
H 0.0 -0.1 0.1
H -0.1 -0.1 0.0
H -0.2 0.0 -0.1

Net charge: -1
Energy above the lowest of the compared OMol25 structures with the same formula, charge and spin (eV): 0.576
Frontier orbital gap (eV): 8.710
HOMO energy (eV): -4.41

Here are the Löwdin charges for atoms 1 to 8, given in e: -0.0620 -0.1678 -0.1017 -0.7661 -0.2112 -0.0588 0.0560 0.0700

***

No. 9
# C3H7O3

2 unconnected molecules or ions with the total composition C3H7O3 at a distorted geometry (ωB97M-V/def2-TZVPD, the OMol25 dataset).

Atoms and positions in Å:
O (0.23420, 0.64954, 0.86360)
O (2.12495, 1.39537, 1.81468)
O (-1.15483, 0.14507, -1.26271)
C (2.19245, -0.65148, 0.55169)
C (1.48900, 0.58284, 1.12863)
C (-2.51876, 0.09849, -1.03087)
H (-2.76311, -0.01260, 0.02422)
H (3.18149, -0.40578, 0.22400)
H (-2.96663, -0.70013, -1.63209)
H (1.56313, -1.09782, -0.20504)
H (-3.01642, 1.01907, -1.39024)
H (-0.61160, 0.36829, -0.44543)
H (2.24612, -1.39087, 1.35956)

Forces on the atoms, in the same order (eV/Å):
O 0.7 0.1 0.3
O 0.3 -0.3 -0.1
O 0.6 -0.1 -0.3
C -0.7 -0.1 0.8
C -1.2 0.4 -0.2
C -0.1 0.6 -0.3
H -0.1 -0.2 0.2
H 0.6 0.0 -0.3
H 0.0 -0.3 0.2
H 0.1 0.0 -0.5
H 0.0 0.0 0.2
H -0.2 -0.2 0.0
H 0.2 0.1 0.0

Net charge: -1
Energy above the lowest of the compared OMol25 structures with the same formula, charge and spin (eV): 0.657
Frontier orbital gap (eV): 8.550
HOMO energy (eV): -4.43

Here are the Löwdin charges for atoms 1 to 8, given in e: -0.1193 -0.0677 -0.1708 -0.0395 -0.7383 -0.2339 0.0707 0.0485